Below is a cluster of 2 separate species, C7H14O in total at a distorted geometry, with properties calculated with ωB97M-V with the def2-TZVPD basis set.

Geometry as XYZ:
```
22
Properties=species:S:1:pos:R:3:forces:R:3
C -2.327275 -0.008960 1.081779 -1.144 -0.355 -0.140
C -1.029919 -0.167189 1.271280 0.238 1.268 0.886
C -0.439614 -1.438216 1.736984 0.776 -1.552 -0.446
C -0.004135 0.963536 1.144060 -0.120 -0.329 -0.403
C 0.336498 1.202706 -0.303080 -0.755 0.174 -0.668
C -0.166582 2.173054 -1.079276 1.396 0.204 1.293
C 0.360322 2.507165 -2.456794 -0.586 -0.468 0.949
H -3.019682 -0.816923 1.275783 0.217 -0.493 0.023
H -2.913912 0.834445 0.730429 0.834 0.512 0.010
H -1.051894 -2.304983 1.464308 0.017 0.157 0.153
H 0.535679 -1.584126 1.247887 -0.229 -0.049 -0.193
H -0.157643 -1.550671 2.789165 -0.457 0.554 0.136
H 0.894048 0.640341 1.680606 0.002 0.077 -0.123
H -0.312639 1.886265 1.630451 -0.349 0.060 -0.107
H 0.897080 0.419458 -0.804505 0.448 0.045 0.137
H -0.799958 2.905395 -0.580092 -0.112 0.036 -0.233
H -0.416115 2.185265 -3.136034 0.052 0.292 -0.818
H 1.290028 1.973011 -2.637284 -0.058 -0.095 -0.172
H 0.558800 3.577839 -2.506454 -0.163 -0.054 -0.292
O 2.399247 -4.211121 -0.563363 0.343 -0.446 -0.540
H 2.906111 -5.023203 -0.462590 0.020 -0.141 0.719
H 2.461555 -4.163087 -1.523261 -0.370 0.600 -0.173
```
Forces are in eV/Å.

Multiplicity: 1
Electronic energy (hartree): -350.29120
Frontier orbital gap (eV): 9.48
Maximum force (eV Å⁻¹): 1.91
ΔE to the lowest compared entry with this formula, charge and spin (eV): 1.857

Below is a structure of composition C8H23AgCl2NO5 at a distorted geometry, with properties calculated with ωB97M-V with the def2-TZVPD basis set.

Geometry as XYZ:
```
40
Properties=species:S:1:pos:R:3:forces:R:3
Ag -0.358907 0.080088 0.283310 -0.233 -0.658 -0.156
Cl -0.767108 0.051653 2.783109 0.097 -0.001 -0.800
Cl -0.139640 0.035987 -2.291021 -0.040 0.051 0.812
C -3.980850 2.713943 0.099028 -0.209 0.646 0.676
C -2.587131 2.214736 -0.274215 -0.888 0.172 0.424
C -1.518064 2.965353 0.518228 -0.449 0.279 -0.293
O -0.255888 2.377031 0.305783 0.421 1.098 0.366
C 0.539034 3.077605 -0.629358 0.649 0.374 -0.171
N -2.484517 0.780449 0.069514 -0.732 -0.162 0.052
H -4.171854 2.625336 1.176947 0.238 -0.139 -0.046
H -4.803631 2.182448 -0.379251 0.213 -0.050 -0.314
H -4.089781 3.784179 -0.104297 -0.003 -0.100 -0.230
H -2.476642 2.398067 -1.343144 0.436 -0.535 -0.056
H -1.804868 2.960467 1.574159 0.419 -0.360 0.096
H -1.482979 4.019547 0.227067 -0.124 -0.032 -0.126
H 0.039391 3.178034 -1.594482 -0.014 -0.007 0.008
H 1.478372 2.547037 -0.779936 -0.262 -0.418 -0.020
H 0.853687 4.058679 -0.248097 -0.448 0.039 0.058
H -3.141947 0.240857 -0.489184 0.467 -0.017 -0.488
H -2.874053 0.642833 1.005135 0.469 0.220 0.182
C 2.761166 -0.947946 -0.187452 0.137 -0.046 -0.685
C 4.175104 -0.443117 -0.268011 0.513 -0.147 -0.018
O 4.673103 -0.293199 1.060733 -0.211 0.202 0.050
O 1.932687 -0.034427 0.524904 0.226 -0.175 -0.273
H 2.719114 -1.954050 0.239492 0.052 0.146 0.328
H 2.398770 -1.030055 -1.216141 -0.283 0.125 0.120
H 4.213368 0.496795 -0.829639 -0.132 0.082 0.181
H 4.801096 -1.155089 -0.818347 -0.170 -0.095 -0.008
H 5.407737 0.326161 1.072055 0.008 -0.038 -0.063
H 2.487248 0.468820 1.132851 -0.138 -0.149 0.304
C -0.075634 -3.313169 0.651376 0.773 -0.835 0.109
C 0.403505 -4.360922 -0.333227 -0.411 -0.066 -0.612
O -0.675793 -4.816419 -1.157602 -0.158 0.133 0.081
O -0.771825 -2.296663 -0.024522 -0.166 -0.145 0.207
H 0.828632 -2.921504 1.125825 -0.248 0.364 0.123
H -0.665217 -3.790668 1.443911 -0.239 0.202 -0.073
H 0.882953 -5.218390 0.144101 0.115 0.167 0.207
H 1.084394 -3.898852 -1.050012 0.176 -0.057 0.134
H -1.407218 -5.077263 -0.586758 0.034 -0.160 0.010
H -1.145823 -2.674354 -0.832851 0.114 0.091 -0.094
```
Forces are in eV/Å.

Multiplicity: 2
Electronic energy (hartree): -1816.88031
Frontier orbital gap (alpha / beta) (eV): 9.21 / 6.98
Maximum force (eV Å⁻¹): 1.23
ΔE to the lowest compared entry with this formula, charge and spin (eV): 0.000